The following is a DFT calculation (ωB97M-V/def2-TZVPD) of one molecule with the formula C20H27N5O3.

**Energy above the lowest of the compared OMol25 structures with the same formula, charge and spin**: 225.4 kJ/mol
**Gap between HOMO and LUMO**: 8.95 eV
**LUMO**: 0.76 eV
**SMILES**: COc1cccc(CN2CCNC(=O)[C@H]2CC(=O)NCCCn2ccnc2)c1

The geometry in XYZ format:
```
55
Properties=species:S:1:pos:R:3:forces:R:3
C -0.222 1.519 4.216 0.1 -0.3 0.0
O -0.225 2.886 3.863 0.0 0.4 -0.1
C -0.730 3.248 2.658 0.0 0.1 -0.1
C -0.568 4.590 2.308 0.0 -0.1 0.1
C -1.046 5.055 1.103 0.1 0.0 0.0
C -1.694 4.198 0.228 -0.1 -0.1 -0.1
C -1.875 2.866 0.567 -0.2 0.2 0.1
C -2.560 1.933 -0.402 0.2 0.1 0.1
N -1.593 1.337 -1.314 -0.2 0.0 -0.3
C -1.913 1.452 -2.714 0.1 0.0 -0.3
C -0.738 0.908 -3.519 -0.2 0.4 0.1
N -0.628 -0.497 -3.215 0.1 -0.1 -0.4
C -0.855 -0.972 -1.990 -0.3 -0.1 0.0
O -0.843 -2.173 -1.748 -0.1 -0.2 0.1
C -1.062 0.055 -0.884 0.2 0.0 0.4
C 0.316 0.276 -0.211 0.1 0.0 0.3
C 0.653 -0.666 0.934 -0.3 0.1 -0.4
O 1.257 -0.277 1.921 0.4 0.2 0.3
N 0.250 -1.938 0.783 -0.1 -0.3 0.0
C 0.580 -2.973 1.732 0.0 -0.2 0.2
C 1.308 -4.144 1.071 0.1 0.4 0.1
C 2.681 -3.763 0.503 -0.2 -0.4 0.4
N 2.586 -3.028 -0.729 0.2 0.2 -0.3
C 2.144 -3.514 -1.927 0.0 -0.1 -0.3
C 2.194 -2.468 -2.800 0.0 -0.3 0.0
N 2.653 -1.357 -2.168 0.1 0.5 -0.1
C 2.882 -1.727 -0.936 0.1 0.1 0.0
C -1.393 2.394 1.783 0.0 -0.1 0.2
H 0.329 0.919 3.487 -0.1 0.1 0.1
H 0.282 1.470 5.180 -0.1 0.0 0.0
H -1.241 1.133 4.325 0.0 0.0 0.0
H -0.059 5.242 3.001 0.1 0.1 0.1
H -0.913 6.094 0.840 0.0 0.1 0.0
H -2.065 4.567 -0.716 -0.1 0.0 -0.1
H -3.110 1.157 0.152 0.0 0.1 -0.1
H -3.287 2.502 -0.987 0.0 -0.1 0.0
H -2.064 2.508 -2.947 0.0 0.0 0.0
H -2.827 0.895 -2.997 0.1 0.1 -0.1
H -0.907 1.033 -4.589 0.0 0.0 0.1
H 0.178 1.438 -3.233 -0.1 0.0 -0.1
H -0.368 -1.158 -3.931 0.0 0.0 0.2
H -1.741 -0.406 -0.148 0.1 0.0 -0.2
H 0.346 1.293 0.181 0.0 -0.2 0.0
H 1.111 0.188 -0.956 0.0 0.1 0.0
H -0.207 -2.229 -0.081 0.0 0.2 0.0
H -0.340 -3.347 2.198 0.1 0.0 0.1
H 1.201 -2.515 2.506 -0.1 -0.1 0.0
H 0.686 -4.543 0.268 0.0 -0.1 0.0
H 1.447 -4.928 1.818 0.0 -0.1 0.0
H 3.223 -3.145 1.224 0.0 -0.1 -0.1
H 3.261 -4.676 0.320 0.0 0.2 0.0
H 1.842 -4.533 -2.056 -0.1 -0.2 0.0
H 1.943 -2.448 -3.842 -0.1 -0.1 -0.2
H 3.259 -1.086 -0.164 0.1 0.1 0.3
H -1.537 1.355 2.036 0.0 -0.2 0.1
```
Forces are in eV/Å.